# 1
A single C3H3Cl2F3O molecule, computed with wB97M-V/def2-TZVPD.

XYZ file:
```
12
Properties=species:S:1:pos:R:3:forces:R:3
C -0.660 -1.336 0.333 6.804 4.287 0.366
C -0.693 0.348 0.095 1.060 -2.910 1.799
C 0.780 0.852 -0.037 -0.539 -0.680 2.238
O 1.325 0.498 -1.169 1.207 0.362 -2.154
F -1.250 0.859 1.260 0.321 0.056 -1.251
F 0.893 2.175 0.204 -0.121 0.035 0.065
F 1.497 0.206 0.971 -0.273 0.845 0.253
Cl -2.265 -2.002 0.029 -5.851 -2.653 -1.179
Cl -1.588 0.653 -1.341 -0.584 0.731 -0.452
H 0.180 -1.601 -0.517 -1.557 0.063 2.006
H -0.417 -1.599 1.423 0.320 0.375 -1.726
H 2.199 0.949 -1.251 -0.787 -0.512 0.034
```
Forces are in eV/Å.

Computed properties:
Frontier orbital gap (spin up / spin down): 4.932 / 6.767 eV
DFT total energy: -1411.0730 hartree
2S+1: 3


# 2
C34H40As2BN4O9S3Y as an isolated structure, computed with wB97M-V/def2-TZVPD.

XYZ file:
```
94
Properties=species:S:1:pos:R:3:forces:R:3
Y 0.355 1.774 0.118 0.089 0.021 0.175
C -0.619 4.036 -3.073 0.186 0.231 0.030
N 0.607 4.606 -2.520 -0.163 -0.273 -0.325
C 1.632 5.140 -3.280 -0.258 -0.133 0.016
C 2.547 5.606 -2.409 0.021 0.000 0.300
N 2.082 5.372 -1.128 0.469 0.088 0.117
B 2.869 6.000 0.087 0.045 0.114 0.027
N 2.760 5.176 1.426 0.028 0.274 -0.172
C 2.806 5.864 2.628 -0.075 -0.003 -0.369
C 2.936 4.968 3.622 0.018 -0.352 0.030
N 2.962 3.721 3.018 0.002 -0.272 0.390
C 3.127 2.457 3.728 0.023 0.263 -0.084
C 2.854 3.873 1.681 0.022 0.211 0.076
S 2.876 2.530 0.567 0.428 0.151 0.290
C 0.911 4.756 -1.206 -0.280 0.182 -0.202
S -0.178 4.320 0.082 -0.171 0.394 -0.204
H -0.553 4.105 -4.155 -0.023 0.035 -0.020
H -1.489 4.587 -2.727 -0.004 0.049 0.045
H -0.733 2.989 -2.805 0.046 -0.142 0.082
H 1.609 5.146 -4.357 -0.023 -0.023 0.073
H 3.490 6.097 -2.580 -0.050 -0.029 0.046
H 2.398 7.092 0.320 0.082 -0.199 -0.037
H 4.030 6.047 -0.254 -0.193 -0.027 0.064
H 2.745 6.938 2.659 0.003 -0.076 -0.043
H 3.014 5.093 4.689 -0.003 -0.045 -0.079
H 3.133 2.670 4.793 0.003 -0.008 0.007
H 4.067 1.984 3.452 0.034 0.000 -0.031
H 2.307 1.784 3.494 -0.050 -0.012 -0.046
O -1.760 1.228 0.217 -0.505 -0.561 -0.326
S -2.737 0.586 -0.798 0.027 0.412 0.167
C -2.605 -1.159 -0.533 0.070 0.010 0.049
C -3.217 -1.975 -1.475 0.000 -0.021 -0.017
C -3.236 -3.341 -1.252 0.058 -0.098 -0.014
C -2.635 -3.865 -0.113 0.012 0.036 -0.041
C -2.004 -3.031 0.803 -0.044 -0.053 -0.017
C -1.987 -1.657 0.601 -0.066 -0.156 -0.031
C -4.349 0.873 -0.136 0.052 0.143 0.120
C -5.389 0.949 -1.048 -0.077 0.022 0.008
C -6.680 1.120 -0.565 -0.016 0.016 0.001
C -6.897 1.236 0.800 0.035 -0.006 0.002
C -5.833 1.181 1.697 -0.019 0.004 -0.006
C -4.541 0.994 1.235 -0.120 -0.032 -0.064
H -3.691 -1.559 -2.359 0.061 -0.005 0.084
H -3.704 -3.996 -1.975 0.008 0.012 0.045
H -2.659 -4.935 0.056 0.003 0.042 0.004
H -1.535 -3.448 1.683 -0.029 0.028 -0.042
H -1.539 -0.986 1.324 -0.025 0.000 -0.032
H -5.205 0.884 -2.115 0.007 0.007 0.047
H -7.508 1.181 -1.258 0.014 -0.003 0.027
H -7.904 1.381 1.170 0.042 -0.006 0.000
H -6.014 1.286 2.759 0.002 -0.001 -0.045
H -3.702 0.956 1.918 -0.004 -0.009 -0.033
C 0.595 -0.564 4.727 0.023 -0.170 -0.159
O 1.143 -1.296 3.593 0.119 0.200 0.125
C 1.071 -0.764 2.408 -0.058 -0.047 0.085
O 0.592 0.356 2.194 -0.204 0.072 -0.281
C 1.613 -1.591 1.297 -0.023 0.336 0.083
C 1.698 -2.915 1.240 -0.083 -0.564 0.042
As 2.344 -3.863 -0.382 -0.077 0.351 -0.034
C 1.154 -5.396 -0.287 -0.055 -0.066 0.012
C 1.264 -2.816 -1.683 -0.066 -0.182 -0.127
C 1.155 -1.490 -1.593 -0.044 0.157 -0.105
As 2.020 -0.459 -0.214 0.419 -0.442 -0.137
C 3.897 -0.714 -0.545 0.118 0.022 0.019
C 0.355 -0.578 -2.450 0.081 0.043 0.025
O 0.156 0.605 -2.123 -0.173 0.073 0.398
O -0.104 -1.078 -3.553 -0.005 0.041 -0.188
C -0.868 -0.204 -4.426 0.081 -0.100 0.082
C 0.648 -3.665 -2.775 0.242 -0.086 0.215
O -0.524 -3.873 -2.899 -0.195 0.119 0.100
O 1.625 -4.226 -3.482 -0.115 -0.045 -0.002
C 1.215 -5.156 -4.523 0.134 0.114 0.044
C 1.503 -3.890 2.381 0.031 0.367 -0.177
O 2.394 -4.637 2.672 0.077 -0.108 0.049
O 0.301 -3.859 2.938 0.002 -0.177 0.037
C 0.107 -4.813 4.020 -0.029 0.158 -0.126
H 1.131 -0.934 5.593 0.012 -0.029 0.015
H -0.463 -0.798 4.801 -0.054 0.025 0.012
H 0.742 0.501 4.600 0.014 0.061 -0.016
H 1.525 -6.043 0.503 -0.016 -0.083 0.023
H 1.226 -5.923 -1.235 -0.012 -0.077 -0.014
H 0.123 -5.103 -0.103 -0.029 -0.017 0.002
H 4.107 -1.692 -0.955 0.085 -0.139 -0.040
H 4.417 -0.571 0.396 0.107 0.003 0.076
H 4.210 0.060 -1.238 0.048 0.062 -0.065
H -1.220 -0.844 -5.225 -0.011 -0.024 -0.037
H -0.217 0.577 -4.810 0.011 0.030 -0.016
H -1.697 0.231 -3.875 -0.043 0.023 0.028
H 1.982 -5.919 -4.563 0.062 -0.003 -0.013
H 1.170 -4.614 -5.462 -0.027 0.001 -0.060
H 0.248 -5.584 -4.285 -0.060 -0.026 0.033
H -0.921 -4.676 4.330 -0.035 -0.024 0.051
H 0.796 -4.596 4.830 0.037 0.021 0.033
H 0.275 -5.822 3.659 0.019 -0.068 -0.034
```
Forces are in eV/Å.

Computed properties:
Frontier orbital gap: 7.106 eV
DFT total energy: -7944.7960 hartree
ΔE to the lowest compared entry with this formula, charge and spin: 0.0 kcal per mole
Charge: +2


# 3
C3H13NO4 as an isolated structure, computed with wB97M-V/def2-TZVPD.

XYZ file:
```
21
Properties=species:S:1:pos:R:3:forces:R:3
C -0.906 0.036 -1.310 -0.425 -1.323 -0.610
N -0.818 0.516 0.068 0.759 -0.012 -0.085
C 0.448 0.724 0.675 0.176 0.123 -0.274
C 1.313 -0.540 0.686 0.458 0.419 0.736
O -0.118 0.674 -2.125 0.079 0.618 0.306
H -0.658 -1.044 -1.209 -0.285 0.131 0.005
H -1.965 0.091 -1.613 -0.266 -0.073 0.171
H 0.962 1.433 -0.005 0.144 0.168 0.288
H 0.294 1.167 1.651 -0.057 -0.086 0.069
H 2.172 -0.289 1.311 0.129 0.133 -0.264
H 0.815 -1.327 1.235 -0.237 -0.222 -0.425
H 1.672 -0.773 -0.308 -0.068 -0.380 0.010
H -1.294 -1.205 1.828 -0.083 0.539 0.499
H -2.328 -2.262 0.905 0.156 0.356 -0.060
O -1.523 -1.723 0.845 -0.314 -0.246 -0.552
H -1.534 1.145 0.408 -0.618 -0.354 0.466
H -1.697 -0.370 3.390 0.149 -0.019 -0.091
O -0.994 -0.360 2.729 -0.126 0.126 -0.018
H 2.589 1.471 -2.555 0.195 -0.184 0.374
H 1.462 0.746 -1.869 0.554 -0.117 -0.214
O 2.441 0.898 -1.785 -0.321 0.400 -0.330
```
Forces are in eV/Å.

Computed properties:
Frontier orbital gap: 4.651 eV
DFT total energy: -477.5501 hartree
ΔE to the lowest compared entry with this formula, charge and spin: 192.9 kcal per mole


# 4
A single C27H28N4O4S molecule, computed with wB97M-V/def2-TZVPD.

XYZ file:
```
64
Properties=species:S:1:pos:R:3:forces:R:3
C 7.926 1.761 1.283 -0.365 -0.263 -0.083
C 6.896 0.642 1.237 0.285 -0.013 0.193
O 5.860 1.056 0.372 -0.263 0.022 -0.149
C 4.837 0.184 0.087 0.095 0.093 0.013
C 4.698 -1.055 0.700 0.111 0.254 -0.045
C 3.636 -1.899 0.428 -0.138 -0.166 0.060
C 2.670 -1.505 -0.486 0.444 0.085 0.173
C 2.809 -0.279 -1.126 0.219 0.018 0.079
C 3.870 0.576 -0.860 -0.059 -0.210 -0.010
O 3.825 1.750 -1.548 -0.189 -0.138 0.157
C 4.964 2.584 -1.665 0.402 0.517 -0.205
C 4.642 3.634 -2.718 -0.047 -0.400 0.278
H 4.432 3.155 -3.671 -0.007 -0.003 -0.124
H 5.484 4.311 -2.836 0.083 0.090 -0.021
H 3.765 4.202 -2.418 -0.077 0.109 0.005
H 5.187 3.065 -0.706 -0.005 -0.127 -0.172
H 5.836 1.995 -1.971 -0.100 0.051 0.091
H 2.071 0.050 -1.842 -0.108 0.081 -0.097
N 1.539 -2.268 -0.792 0.036 0.259 -0.468
C 1.065 -3.354 -0.143 -0.509 -0.237 -0.268
O 1.625 -3.973 0.737 0.133 -0.092 0.234
C -0.345 -3.729 -0.629 0.187 -0.052 -0.158
N -1.319 -2.766 -0.145 0.057 -0.101 -0.122
C -1.545 -1.650 -0.867 -0.185 -0.219 -0.128
O -0.943 -1.421 -1.910 0.075 0.124 -0.227
C -2.584 -0.719 -0.364 -0.407 0.588 0.034
C -3.929 -0.731 -0.641 0.327 -0.050 0.126
N -4.467 0.388 -0.091 0.797 -0.639 -0.282
N -3.535 1.121 0.520 0.379 0.444 0.369
C -2.383 0.487 0.367 -0.865 -0.602 -0.460
C -1.149 1.000 0.892 0.766 0.220 0.365
C -0.879 2.276 1.307 -0.255 -0.366 -0.197
C 0.450 2.439 1.741 0.258 -0.046 0.110
C 1.174 1.292 1.661 -0.109 -0.272 -0.072
S 0.249 -0.016 1.054 -0.327 0.684 0.190
H 2.203 1.124 1.912 0.259 0.011 0.055
H 0.853 3.372 2.094 0.101 0.137 0.056
H -1.616 3.058 1.283 -0.155 0.148 -0.036
C -5.799 0.812 -0.102 -0.889 0.429 0.090
C -6.785 0.110 -0.788 0.257 -0.005 0.051
C -8.090 0.568 -0.770 -0.042 0.044 0.030
C -8.423 1.718 -0.075 -0.100 0.026 -0.007
C -7.439 2.417 0.606 -0.064 -0.076 -0.066
C -6.133 1.970 0.596 0.170 -0.093 -0.020
H -5.352 2.499 1.118 0.001 0.049 0.038
H -7.691 3.316 1.148 -0.002 0.073 0.049
H -9.444 2.068 -0.066 -0.088 0.028 -0.001
H -8.851 0.020 -1.305 -0.046 -0.048 -0.044
H -6.546 -0.785 -1.341 0.035 -0.086 -0.054
H -4.504 -1.453 -1.182 -0.170 -0.105 -0.110
C -1.837 -3.003 1.180 -0.159 -0.056 0.370
H -2.484 -3.884 1.181 0.017 0.021 0.043
H -2.407 -2.142 1.519 0.024 -0.079 0.026
H -1.008 -3.174 1.870 -0.026 0.004 0.032
H -0.606 -4.716 -0.245 0.105 0.110 -0.013
H -0.376 -3.730 -1.721 -0.016 -0.051 0.121
H 0.909 -1.841 -1.471 -0.028 -0.210 0.154
H 3.552 -2.845 0.934 -0.004 -0.042 0.013
H 5.428 -1.378 1.425 0.091 0.008 0.054
H 7.358 -0.282 0.862 -0.108 0.054 0.066
H 6.499 0.454 2.244 0.021 -0.058 -0.130
H 8.743 1.483 1.942 0.099 -0.001 0.065
H 8.317 1.948 0.286 0.081 0.024 -0.077
H 7.466 2.674 1.650 -0.004 0.102 0.060
```
Forces are in eV/Å.

Computed properties:
Frontier orbital gap: 8.185 eV
DFT total energy: -1963.8551 hartree
ΔE to the lowest compared entry with this formula, charge and spin: 58.9 kcal per mole
SMILES: CCOc1ccc(NC(=O)CN(C)C(=O)c2cn(-c3ccccc3)nc2-c2cccs2)cc1OCC